Here is a structure of composition C27H63N8O9Pt in a non-equilibrium geometry from the Open Molecules 2025 dataset. Energies are from ωB97M-V with the def2-TZVPD basis set.

Computed properties:
E_LUMO (spin up / spin down): -7.76 / -7.83 eV
ΔE to the lowest compared entry with this formula, charge and spin: 4.886 eV
HOMO-LUMO gap (spin up / spin down): 2.510 / 2.432 eV

Structure (ORCA input):
```
! wB97M-V def2-TZVPD RIJCOSX def2/J DEFGRID3
* xyz 1 3
Pt 0.35901 2.99305 -6.37273
C 1.88806 -1.34355 -2.08813
C 1.02954 -0.24077 -1.50690
C 1.55543 0.58452 -0.32737
O 0.58254 0.70076 -2.47100
H 2.86453 -0.93591 -2.34974
H 1.50679 -1.97653 -2.88943
H 2.09317 -1.98510 -1.23114
H 0.18205 -0.77250 -1.07432
H 2.56061 0.95636 -0.52601
H 1.61874 -0.15079 0.47478
H 0.91351 1.41210 -0.02547
C -2.45105 7.91120 -4.20805
O -1.82367 6.86298 -4.61801
N -2.04472 8.63380 -3.26717
C -2.76051 9.84537 -2.98264
C -0.98619 8.34305 -2.32953
H -3.39064 8.20264 -4.70246
H -3.42422 9.71338 -2.12816
H -3.41883 10.15772 -3.79329
H -2.11267 10.72088 -3.02602
H -0.03799 8.77751 -2.64618
H -1.21321 8.60306 -1.29563
H -0.80535 7.26845 -2.35484
C -5.54815 -7.19431 -4.74484
O -4.91088 -7.38817 -3.64733
N -5.01563 -6.58313 -5.81866
C -5.70794 -6.66548 -7.11996
C -3.65187 -6.07951 -5.77614
H -6.55291 -7.62982 -4.85874
H -6.61421 -7.27053 -7.09377
H -5.16649 -7.31257 -7.81002
H -5.79517 -5.64150 -7.48321
H -3.79414 -5.03061 -6.03635
H -3.32043 -6.07126 -4.73779
H -2.99375 -6.56447 -6.49710
C -8.73155 -4.12833 0.86743
O -9.90835 -4.00723 0.71108
N -7.81156 -3.17615 0.50498
C -6.40085 -3.50510 0.69953
C -8.09881 -1.96714 -0.22703
H -8.28671 -5.06807 1.22963
H -6.18312 -3.69257 1.75099
H -5.63077 -2.90681 0.21257
H -6.26813 -4.47515 0.22047
H -9.17162 -1.90413 -0.40932
H -7.61952 -1.11597 0.25659
H -7.71667 -1.98152 -1.24774
C 4.57291 -7.80323 2.57133
O 4.78303 -7.20592 1.51129
N 4.53141 -7.27136 3.80107
C 4.22179 -8.05835 4.95318
C 4.77127 -5.87775 3.98332
H 4.52285 -8.89907 2.66539
H 4.21151 -9.14241 4.83997
H 3.32451 -7.69726 5.45577
H 5.06478 -7.79750 5.59304
H 4.92363 -5.43018 3.00120
H 3.94183 -5.32202 4.42067
H 5.67470 -5.55643 4.50166
C -4.76105 3.92880 1.08125
O -5.37739 4.91210 0.73981
N -5.02406 3.23001 2.23164
C -4.17462 2.13425 2.70166
C -6.08536 3.81409 3.07535
H -3.88834 3.46726 0.59386
H -3.18975 2.57421 2.85833
H -3.99323 1.45366 1.86979
H -4.50152 1.69133 3.64245
H -6.61928 2.96029 3.49251
H -5.63947 4.51407 3.78198
H -6.79802 4.41257 2.50788
C -0.43823 -4.55263 8.01809
O -0.47964 -5.17552 9.09429
N -1.28921 -4.86696 7.00481
C -1.12602 -4.38065 5.57547
C -2.33679 -5.86166 7.21646
H 0.37196 -3.90434 7.64997
H -0.54237 -3.46637 5.46797
H -2.08072 -4.08611 5.13969
H -0.63865 -5.07882 4.89493
H -2.20664 -6.85006 6.77576
H -2.69521 -5.92456 8.24393
H -3.19944 -5.54620 6.62959
C 8.29984 2.56867 0.98369
O 7.66882 3.57234 1.22041
N 9.59439 2.46716 1.27580
C 10.40557 3.69119 1.65452
C 10.31678 1.39644 0.63682
H 7.88575 1.56277 0.81374
H 9.79240 4.39576 2.21641
H 10.73943 4.08624 0.69505
H 11.31978 3.48160 2.20985
H 10.90034 1.76946 -0.20484
H 10.91584 0.78574 1.31230
H 9.59173 0.75533 0.13544
C 4.71230 6.07771 -3.66623
O 3.92213 5.59483 -4.46384
N 5.35100 7.24201 -3.87103
C 5.57045 7.96287 -2.59519
C 5.41506 7.97150 -5.10319
H 4.90120 5.67356 -2.65966
H 5.30616 7.38846 -1.70733
H 4.81259 8.74534 -2.63371
H 6.62032 8.25179 -2.64395
H 6.34680 8.52740 -5.20778
H 5.44234 7.17804 -5.85002
H 4.55209 8.59442 -5.33846
*
```

Here is a cluster of 9 separate species, C27H63N9O9 in total in a non-equilibrium geometry from the Open Molecules 2025 dataset. Energies are from ωB97M-V with the def2-TZVPD basis set.

Computed properties:
E_LUMO: 0.11 eV
ΔE to the lowest compared entry with this formula, charge and spin: 8.937 eV
HOMO-LUMO gap: 9.105 eV

Structure (ORCA input):
```
! wB97M-V def2-TZVPD RIJCOSX def2/J DEFGRID3
* xyz 0 1
C -4.69288 -5.38312 -5.89099
N -6.04896 -5.08859 -5.64868
C -6.96812 -6.20677 -5.95655
C -6.40750 -4.04237 -4.87375
O -7.59962 -3.87243 -4.46258
H -4.03721 -4.51271 -5.86689
H -4.60247 -5.82343 -6.88399
H -4.35308 -6.05711 -5.10461
H -6.45083 -7.13172 -5.70170
H -7.93088 -6.12151 -5.45265
H -7.18674 -6.26172 -7.02298
H -5.57906 -3.38325 -4.57133
C 0.12005 -7.32086 9.39451
N 0.14705 -6.74111 8.08162
C -1.15228 -6.23723 7.55317
C 1.39490 -6.41939 7.58782
O 1.51721 -5.60492 6.66468
H -0.70245 -8.03226 9.46878
H -0.16370 -6.60807 10.16879
H 1.02574 -7.86774 9.65671
H -1.06434 -5.96823 6.50055
H -1.93516 -6.99199 7.62759
H -1.42765 -5.32826 8.08800
H 2.22111 -6.82005 8.19532
C 2.65390 -0.44914 -8.05259
N 1.67958 0.53778 -7.72610
C 1.20525 0.64568 -6.37199
C 1.13945 1.35972 -8.60200
O 1.53884 1.35783 -9.74990
H 3.21523 -0.22514 -8.95970
H 2.12171 -1.39896 -8.10456
H 3.41650 -0.47534 -7.27423
H 0.64162 -0.21462 -6.01100
H 1.98478 0.85978 -5.64082
H 0.49786 1.47497 -6.37387
H 0.35366 2.02856 -8.21810
C 7.15900 -2.96974 -0.02197
N 6.40903 -2.47480 -1.10625
C 5.18137 -3.17591 -1.46184
C 6.97623 -1.64642 -2.00439
O 6.61407 -1.59753 -3.16233
H 7.27788 -4.05215 -0.07046
H 6.56911 -2.86987 0.88915
H 8.15213 -2.59261 0.22211
H 5.42041 -3.96341 -2.17655
H 4.86958 -3.82144 -0.64075
H 4.34849 -2.58058 -1.83598
H 7.81133 -1.04692 -1.61017
C 2.84508 4.38193 -1.55269
N 4.33124 4.34602 -1.40298
C 5.17323 4.27204 -2.62510
C 4.81363 4.33359 -0.13154
O 5.99712 4.12962 0.09229
H 2.65885 5.16228 -2.29057
H 2.39272 4.62721 -0.59181
H 2.47853 3.39025 -1.81786
H 4.89677 3.33213 -3.10286
H 4.88544 5.04201 -3.34093
H 6.24527 4.28043 -2.42825
H 4.04656 4.52400 0.63497
C -1.00350 -2.58221 0.31524
N -0.79753 -1.21471 0.69485
C -1.54743 -0.20287 -0.06126
C 0.08729 -0.85084 1.66087
O 0.46859 0.29725 1.96368
H -1.97710 -2.80548 -0.12103
H -0.83885 -3.34135 1.07990
H -0.31990 -2.75273 -0.51646
H -2.61494 -0.35569 -0.21988
H -1.34357 0.82433 0.24107
H -1.13778 -0.19940 -1.07135
H 0.47457 -1.77201 2.12311
C -1.68063 5.04495 4.16887
N -2.93207 5.01398 3.47979
C -3.83564 4.11945 4.11192
C -3.25173 5.77761 2.35487
O -4.31472 5.71869 1.76641
H -0.80079 5.26654 3.56482
H -1.58074 4.02849 4.54959
H -1.64036 5.69842 5.04033
H -4.12186 4.59708 5.04896
H -4.77182 3.91737 3.59152
H -3.38605 3.14441 4.29971
H -2.40433 6.33059 1.92093
C -7.05374 5.55735 -5.66776
N -6.05543 4.44840 -5.86240
C -6.04993 3.85657 -7.23150
C -5.58175 3.80892 -4.79628
O -4.79010 2.80982 -4.94154
H -6.78041 6.19946 -4.83046
H -8.08792 5.21943 -5.60148
H -6.99254 6.21967 -6.53129
H -6.10952 4.70134 -7.91772
H -5.08312 3.38522 -7.40819
H -6.89131 3.16449 -7.19688
H -5.81576 4.28979 -3.83389
C 3.89110 2.54518 10.52033
N 3.69998 1.94680 9.20644
C 3.61112 0.42997 9.26514
C 3.56323 2.70655 8.13676
O 3.46679 3.95574 8.08585
H 3.65063 3.60762 10.55897
H 4.95342 2.43553 10.73838
H 3.39394 1.94387 11.28149
H 2.63962 0.22484 9.71482
H 3.67583 -0.02067 8.27477
H 4.39421 0.03637 9.91318
H 3.49799 2.11950 7.20761
*
```

Here is a structure of composition C27H64HgN3O5S2 in a non-equilibrium geometry from the Open Molecules 2025 dataset. Energies are from ωB97M-V with the def2-TZVPD basis set.

Computed properties:
E_LUMO (spin up / spin down): 0.46 / -1.16 eV
HOMO-LUMO gap (spin up / spin down): 7.856 / 6.234 eV

Structure (ORCA input):
```
! wB97M-V def2-TZVPD RIJCOSX def2/J DEFGRID3
* xyz 0 2
Hg 4.10261 -2.84507 -0.89328
C 1.46825 -0.26855 -0.45118
O 2.53603 -1.21740 -0.28886
H 0.45982 -0.61049 -0.68412
H 1.36673 0.12361 0.56075
H 1.68166 0.54379 -1.14593
C -0.73097 -2.10920 2.71152
C -1.89895 -2.54759 1.84473
N -3.13485 -2.95633 2.64442
C -3.93797 -1.91439 3.24435
C -4.04050 -0.61114 2.34667
C -2.82255 -4.03629 3.60335
C -4.01133 -4.85995 3.94934
H -1.02392 -1.38525 3.47191
H -0.00352 -1.60344 2.07660
H -0.04738 -2.87168 3.08490
H -2.24675 -1.76861 1.16626
H -1.70279 -3.43934 1.24939
H -4.93188 -2.35761 3.30594
H -3.59435 -1.69370 4.25496
H -3.14856 -0.00024 2.48571
H -4.20855 -0.88242 1.30444
H -4.88055 -0.00081 2.67822
H -2.39427 -3.64649 4.52679
H -2.01931 -4.63351 3.17177
H -4.99002 -4.38535 3.87836
H -3.99970 -5.24687 4.96830
H -4.17391 -5.73274 3.31696
C -2.08402 0.62705 -1.18503
C -3.11753 1.63364 -0.77455
N -3.44328 2.61188 -1.77930
C -4.75003 3.20959 -1.58276
C -5.88682 2.20609 -1.43756
C -2.39716 3.68001 -1.77347
C -2.47376 4.76124 -2.85650
H -1.85239 -0.02034 -0.33926
H -1.12034 1.10737 -1.35439
H -2.32001 -0.05210 -2.00428
H -3.96808 1.01670 -0.48463
H -2.75401 2.14000 0.11963
H -4.73598 3.76202 -0.64322
H -4.94492 3.94216 -2.36599
H -5.87832 1.41372 -0.68912
H -6.81355 2.77360 -1.35262
H -5.94648 1.70296 -2.40265
H -1.45679 3.13619 -1.86335
H -2.28868 4.18853 -0.81548
H -1.45494 5.11378 -3.01715
H -3.03956 5.63671 -2.53789
H -2.90102 4.44541 -3.80824
C 1.87465 5.44530 -0.58727
C 3.30839 5.23463 -1.05357
N 3.47242 4.24381 -2.22695
C 4.89249 4.12365 -2.56571
C 5.38296 5.33194 -3.34385
C 2.77254 2.94609 -2.07142
C 2.28932 2.36459 -3.42535
H 1.27661 4.55970 -0.37242
H 1.33695 5.96693 -1.37902
H 1.66814 5.93726 0.36322
H 3.77073 6.18815 -1.30878
H 3.90074 4.82569 -0.23505
H 5.50377 3.93411 -1.68337
H 5.18744 3.22249 -3.10332
H 4.72473 5.63833 -4.15684
H 5.46672 6.24389 -2.75273
H 6.38532 5.10721 -3.70838
H 1.81982 3.04102 -1.55045
H 3.39312 2.30154 -1.44888
H 1.56035 1.56292 -3.30691
H 3.10063 2.01534 -4.06402
H 1.65616 3.06686 -3.96759
C 2.81514 -1.76177 4.56134
C 3.74710 -2.96469 4.83092
C 5.12812 -2.78746 4.22243
S 4.72574 -1.90888 2.59765
O 4.64049 -2.80419 1.46341
O 5.58597 -0.72174 2.63937
C 3.00449 -1.37427 3.08430
H 3.10216 -0.96002 5.24171
H 1.77932 -1.94937 4.84420
H 3.28556 -3.90430 4.52723
H 3.88351 -3.11896 5.90129
H 5.74950 -3.65741 4.00990
H 5.76495 -2.10164 4.78118
H 2.26517 -1.86666 2.45258
H 2.99297 -0.30372 2.87966
C -1.23417 -3.01304 -1.94415
C -1.37671 -3.79500 -3.29647
C 0.01387 -4.07384 -3.85014
S 0.96349 -4.31070 -2.34170
O 2.14223 -3.42033 -2.23427
O 1.17657 -5.74736 -2.22184
C -0.26633 -3.86062 -1.11420
H -2.09752 -2.94670 -1.28209
H -0.82692 -2.00972 -2.06901
H -1.80416 -3.11881 -4.03684
H -1.93353 -4.73130 -3.25909
H 0.38076 -3.15348 -4.30448
H 0.23952 -4.86482 -4.56533
H 0.12997 -3.37882 -0.22038
H -0.76610 -4.77090 -0.78297
*
```

Here is a cluster of 3 separate species, C27H65BN9O11P4 in total in a non-equilibrium geometry from the Open Molecules 2025 dataset. Energies are from ωB97M-V with the def2-TZVPD basis set.

Computed properties:
E_LUMO: -4.07 eV
HOMO-LUMO gap: 4.991 eV

Structure (ORCA input):
```
! wB97M-V def2-TZVPD RIJCOSX def2/J DEFGRID3
* xyz 1 1
C 5.09561 2.25010 2.77987
C 3.97435 2.61481 1.74919
B 4.58385 3.24016 0.44005
O 5.56090 4.18664 0.46369
C 4.17784 2.81807 -1.06218
C 4.93991 1.89956 -1.78430
C 6.12340 1.22591 -1.14017
C 5.69877 0.22414 -0.05469
C 4.71859 -0.85829 -0.55935
C 3.67159 -1.13509 0.51521
O 2.95965 -2.33763 0.22464
C 1.80663 -2.10699 -0.47358
C 0.61820 -2.86073 0.04436
O 1.76622 -1.33788 -1.40818
C 4.59231 1.61421 -3.11810
P 5.51156 0.49042 -4.25134
O 4.89528 0.55616 -5.57076
O 5.50816 -0.94525 -3.59426
O 7.02405 0.99848 -4.25883
N 3.54626 2.15843 -3.69274
N 2.84403 3.01069 -2.99881
C 1.71349 3.55607 -3.79424
C 0.49922 2.60742 -3.82290
O -0.25422 2.93512 -4.98327
C -0.40187 2.63699 -2.59228
N -0.09256 1.48775 -1.74339
C 3.06676 3.37364 -1.72735
P 1.88369 4.62171 -0.89667
O 2.85238 5.87788 -0.54039
O 1.52177 3.94879 0.51875
H 4.99036 1.19609 3.03150
H 6.09308 2.37380 2.36339
H 4.97868 2.81891 3.69647
H 3.30023 3.30045 2.26425
H 3.40595 1.71805 1.50984
H 5.45601 4.82709 1.17662
H 6.70876 2.01915 -0.66488
H 6.76810 0.72901 -1.85801
H 6.60163 -0.27808 0.29171
H 5.26420 0.71105 0.81600
H 4.19586 -0.53510 -1.45435
H 5.27220 -1.77670 -0.73738
H 4.18705 -1.25549 1.46869
H 2.97211 -0.29985 0.58717
H 0.69472 -2.88903 1.13241
H -0.30537 -2.36936 -0.23712
H 0.66015 -3.89397 -0.29797
H 5.93190 -1.55518 -4.21926
H 7.09578 1.95691 -4.18250
H 1.47488 4.57392 -3.50792
H 2.06498 3.60183 -4.82137
H 0.89622 1.59621 -3.94511
H -0.14057 2.22870 -5.62323
H -1.41618 2.47510 -2.95619
H -0.40777 3.60188 -2.07747
H -0.75493 1.36802 -0.99191
H 0.85718 1.46291 -1.40056
H 2.72545 6.56785 -1.20206
H 2.00990 4.37561 1.23911
O -5.10680 3.35880 -0.59256
P -5.53708 3.43200 -2.01563
N -7.17593 3.88997 -1.93374
C -8.37027 3.11707 -2.18831
C -7.42487 5.19937 -1.35566
N -5.20259 1.79417 -2.49536
C -6.18394 0.86964 -3.03917
C -4.28055 1.06866 -1.62334
N -5.28016 4.06880 -3.53882
C -6.28236 4.26020 -4.56806
C -3.89270 4.09719 -3.99727
H -9.07568 3.69710 -2.79568
H -8.88149 2.83236 -1.26049
H -8.16968 2.20981 -2.74704
H -7.34028 5.99712 -2.10720
H -6.71755 5.41814 -0.55281
H -8.42442 5.24703 -0.92391
H -7.01398 0.67729 -2.35076
H -5.70772 -0.09119 -3.24022
H -6.57591 1.20147 -4.00341
H -4.78215 0.65768 -0.73886
H -3.48087 1.72308 -1.28353
H -3.81213 0.25121 -2.17755
H -6.89643 3.37447 -4.74197
H -5.78529 4.49777 -5.50774
H -6.94729 5.09619 -4.34140
H -3.61976 3.17461 -4.52220
H -3.21363 4.21482 -3.15013
H -3.71659 4.94572 -4.66002
O 0.10519 -4.29079 3.69004
P 0.04394 -5.59272 4.45443
N -1.51022 -6.04368 3.80229
C -2.82499 -5.95890 4.38980
C -1.51701 -6.39353 2.39780
N 0.10090 -4.96521 6.05748
C -1.01197 -4.98905 6.98899
C 0.84806 -3.71643 6.20796
N 0.23629 -7.20347 4.92335
C -0.80109 -8.17493 5.21312
C 1.56471 -7.56286 5.43413
H -3.38547 -6.88583 4.20698
H -3.41158 -5.12718 3.97607
H -2.79530 -5.83530 5.46756
H -1.25454 -7.45176 2.23991
H -0.80469 -5.78544 1.83412
H -2.50078 -6.22263 1.95849
H -1.88557 -4.44316 6.61636
H -0.71215 -4.51505 7.92444
H -1.30205 -6.00536 7.26351
H 0.24782 -2.84031 5.93397
H 1.74170 -3.71954 5.58878
H 1.17500 -3.61723 7.24512
H -1.56077 -7.79955 5.89878
H -0.34570 -9.04824 5.68003
H -1.30137 -8.52577 4.30892
H 1.63219 -7.41816 6.51748
H 2.33443 -6.94891 4.96414
H 1.80673 -8.60061 5.20088
*
```